Formula: C21H48BBrCaCl2FMgN2NaO3PS
Source: OMol25
Level of theory: the ωB97M-V functional and the def2-TZVPD basis

Each line ends with the Mulliken charge.
Element x y z (Å)
C  -5.08289  3.52525  2.51901  -0.878
C  -5.35645  1.94533  2.65675  -0.162
C  -4.19469  0.98304  2.13285  -1.134
C  -2.70706  1.35067  2.59819  1.389
C  -1.79983  0.01354  2.35176  0.010
C  -2.57328  2.01433  4.04714  -0.350
C  -2.10042  3.58696  4.11828  -0.675
O  -2.25733  3.74992  5.58354  -0.562
B  -1.84224  2.44419  6.17592  0.802
P  -0.32370  2.93888  7.23184  0.100
S  0.71759  1.36745  7.76972  -0.505
O  -1.62342  1.49790  5.02869  -0.931
H  -4.14932  3.78830  1.90047  0.237
H  -6.01436  4.12968  2.20167  0.413
H  -4.84107  3.90459  3.58682  0.148
H  -5.56727  1.71096  3.75965  0.287
H  -6.34197  1.72381  2.08833  -0.068
H  -4.43918  -0.07976  2.52749  0.330
H  -4.20545  0.87293  0.98295  0.343
H  -2.31356  2.13130  1.83845  0.198
H  -2.49151  -0.80681  1.93116  0.044
H  -1.02431  0.23905  1.54461  -0.422
H  -1.23748  -0.36765  3.27661  -0.106
H  -3.54737  2.07690  4.67878  0.283
H  -2.64829  4.36629  3.38526  0.194
H  -0.95613  3.47788  3.98557  0.330
H  -2.66265  1.87301  6.84801  -0.199
H  -0.82371  3.59397  8.42072  0.089
H  0.42720  3.91598  6.47563  0.099
C  -0.02024  -2.78094  -1.79015  -1.804
C  -0.25941  -1.29825  -1.51917  -0.060
C  -0.35934  -0.45288  -2.78230  -1.028
C  0.85701  -0.31304  -3.68877  -1.691
N  2.09842  0.38080  -3.13279  0.205
C  3.00293  -0.52696  -2.30521  -0.723
C  3.68574  -1.43648  -3.30890  -0.405
C  3.83313  -0.61169  -4.57646  -0.764
C  3.03395  0.66133  -4.34963  -0.700
C  1.79349  1.72821  -2.48884  -1.322
C  1.45787  1.72505  -0.98834  -0.366
C  0.03920  2.19326  -0.65294  -0.185
H  0.88160  -2.94662  -2.39052  -0.081
H  0.10140  -3.31707  -0.85206  0.789
H  -0.87016  -3.21781  -2.31910  0.437
H  0.50757  -0.92271  -0.84171  0.264
H  -1.21212  -1.20146  -0.96731  0.615
H  -0.73286  0.54488  -2.53746  0.143
H  -1.16140  -0.89327  -3.40004  0.781
H  0.54703  0.30175  -4.54519  0.619
H  1.15690  -1.28456  -4.08353  0.841
H  3.73496  0.11380  -1.80284  0.584
H  2.42581  -1.07951  -1.56862  0.391
H  3.07127  -2.31873  -3.51023  -0.005
H  4.64587  -1.80195  -2.93906  0.482
H  3.46132  -1.16037  -5.44487  0.343
H  4.88031  -0.37160  -4.77690  0.338
H  2.43352  0.97398  -5.20663  0.520
H  3.71724  1.46828  -4.07240  0.487
H  1.02578  2.20475  -3.11130  0.298
H  2.70632  2.32549  -2.59032  1.048
H  2.13127  2.44977  -0.51542  0.504
H  1.66900  0.77943  -0.49056  0.358
H  -0.31404  2.96137  -1.34714  -0.054
H  0.01647  2.61853  0.35443  0.234
H  -0.67421  1.36776  -0.65457  -0.095
Mg  1.02368  4.13982  -2.95424  0.650
C  2.47509  -6.41585  -2.25874  -1.355
C  2.38075  -5.66803  -0.95604  0.849
O  1.33782  -5.59754  -0.32130  -0.652
N  3.50550  -5.05669  -0.48641  -0.163
C  4.82323  -5.02395  -1.08386  -0.766
H  1.50242  -6.84559  -2.49896  0.306
H  2.76023  -5.73420  -3.06300  0.330
H  3.20062  -7.22760  -2.17371  0.426
H  3.36383  -4.57640  0.39077  0.227
H  5.53128  -5.46218  -0.37717  0.324
H  5.09472  -3.98015  -1.25915  0.176
H  4.86437  -5.57104  -2.02317  0.321
F  -0.00534  1.61556  -5.47444  -0.787
Br  -1.65158  -2.71452  0.30264  -0.469
Na  -7.26579  2.23643  0.89073  0.949
Cl  -1.59869  5.27559  2.43316  -0.640
Ca  -1.75365  -0.23659  5.56229  1.254
Cl  -0.91995  -1.98753  -5.09839  -0.283

As for the charge: +1. For the LUMO energy, the calculation gives -6.699 eV. Its HOMO-LUMO gap is 2.02 eV. The total energy comes out at -178564.9200 eV.

---

Formula: C29H40BiN3O2STe
Source: OMol25
Level of theory: the ωB97M-V functional and the def2-TZVPD basis

Each line ends with the Mulliken charge.
Element x y z (Å)
Bi  -0.03074  -1.64774  0.98493  1.978
N  2.15376  -1.58834  0.98493  -0.975
C  2.81556  -2.84634  1.29373  -0.103
C  1.98876  -3.98434  0.67613  -0.868
N  0.58786  -3.74364  0.98493  -0.648
H  2.44566  -1.22574  0.01053  0.243
H  2.50186  -0.71744  1.63673  0.363
H  2.85526  -2.96924  2.38173  0.033
H  3.84176  -2.85354  0.91393  0.403
H  2.31276  -4.95814  1.05583  0.436
H  2.11786  -3.98414  -0.41197  0.356
H  0.33316  -4.13334  1.95943  0.348
H  -0.13294  -4.34384  0.33313  0.392
O  -2.42964  -1.95934  0.13463  -0.645
S  -2.09904  -3.15104  0.98493  0.253
C  -3.55974  -4.25294  0.96443  -0.720
C  -4.41454  -3.87634  2.15973  -0.581
C  -3.43144  -3.62564  3.28923  -0.757
C  -2.39824  -2.66644  2.72663  -0.460
H  -3.18904  -5.27894  1.05533  0.364
H  -4.09214  -4.14754  0.01583  0.390
H  -5.12554  -4.67014  2.40793  0.371
H  -4.98784  -2.96524  1.94903  0.294
H  -2.95344  -4.56704  3.58713  0.297
H  -3.92334  -3.20824  4.17313  0.336
H  -1.45514  -2.70214  3.27773  0.330
H  -2.77524  -1.63874  2.72763  0.361
C  -4.10744  4.39966  -4.91927  -1.462
C  -3.23664  3.71986  -3.90357  0.861
C  -2.70584  4.42886  -2.82267  -1.126
C  -1.89174  3.79056  -1.87267  0.770
C  -1.38114  4.59646  -0.70967  -1.427
C  -1.59294  2.41136  -2.01147  -0.288
Te  -0.33294  1.42096  -0.56277  0.685
N  0.64656  0.43676  0.98493  -0.733
C  1.49316  1.13226  1.81233  0.325
O  1.62706  2.32766  1.59333  -0.671
C  2.27726  0.57286  2.98233  0.044
C  2.34446  -0.79114  3.34413  1.418
C  3.09936  -1.21544  4.44273  -1.477
C  3.81006  -0.29524  5.20723  -0.406
C  3.77066  1.05486  4.87283  -0.686
C  3.01756  1.48466  3.77703  -0.658
C  1.53806  1.76056  -1.58937  0.708
C  2.14046  3.01926  -1.44227  -0.328
C  3.35516  3.31256  -2.06237  -1.009
C  3.99456  2.34716  -2.83487  -0.597
C  3.42326  1.08396  -2.98307  -0.907
C  2.19726  0.77406  -2.36557  1.023
C  1.63416  -0.60464  -2.54017  -0.455
C  -2.16574  1.68936  -3.09237  1.240
C  -1.98884  0.20796  -3.28857  -1.411
C  -2.96784  2.35666  -4.02857  -0.728
H  -4.24024  5.47796  -4.68887  0.333
H  -5.10804  3.91816  -4.93397  0.332
H  -3.64634  4.30926  -5.92527  0.333
H  -2.93254  5.48326  -2.71817  0.280
H  -1.73864  5.64756  -0.74517  0.388
H  -0.28204  4.62626  -0.71387  0.191
H  -1.73694  4.14836  0.24173  0.317
H  1.84676  -1.56084  2.81033  0.192
H  3.13446  -2.26694  4.70003  0.394
H  4.39356  -0.62904  6.05573  0.413
H  4.32566  1.77216  5.46383  0.412
H  3.01836  2.54476  3.55733  0.475
H  1.67926  3.77916  -0.83797  0.283
H  3.80356  4.28996  -1.93897  0.426
H  4.93826  2.57476  -3.31367  0.407
H  3.94316  0.34536  -3.58087  0.412
H  2.30066  -1.24794  -3.15317  0.418
H  0.66626  -0.54954  -3.06187  -0.025
H  1.51296  -1.08914  -1.55247  -0.356
H  -1.42574  -0.27854  -2.47637  -0.246
H  -1.47944  0.01376  -4.25587  0.352
H  -2.98684  -0.27914  -3.30607  0.444
H  -3.39994  1.80506  -4.85637  0.448
H  -1.54014  -0.55074  0.98493  -0.118

As for the charge: +1. Its spin multiplicity is 2. For the LUMO energy (alpha / beta), the calculation gives -4.664 / -4.385 eV. Its HOMO-LUMO gap (alpha / beta) is 4.39 / 4.37 eV. The total energy comes out at -63237.6848 eV.

---

Formula: C38H45BCeIN8S2
Source: OMol25
Level of theory: the ωB97M-V functional and the def2-TZVPD basis

Each line ends with the Mulliken charge.
Element x y z (Å)
Ce  -1.00112  0.02957  1.96613  0.547
C  -2.33750  2.60539  0.97562  1.224
C  -0.92900  2.95714  1.06313  1.526
C  -0.55419  2.90018  2.39142  -0.015
C  -1.73660  2.56528  3.17334  1.597
C  -2.81109  2.34241  2.27088  0.224
C  -4.26252  2.12645  2.59621  -2.077
C  -1.86121  2.80794  4.63960  -2.067
C  0.76152  3.40095  2.90697  -1.626
C  -0.07969  3.56452  -0.00220  -1.781
C  -3.22236  2.77249  -0.20910  -1.910
H  -4.62293  1.16625  2.22062  0.154
H  -4.86812  2.91179  2.13743  0.500
H  -4.43866  2.15157  3.66930  0.413
H  -1.52712  1.96454  5.24546  0.108
H  -2.89378  3.04357  4.90007  0.422
H  -1.23827  3.65519  4.92558  0.442
H  1.58642  2.74180  2.62845  0.115
H  0.75849  3.48097  3.99047  0.402
H  0.97520  4.38718  2.48529  0.375
H  0.87672  3.04600  -0.08495  0.249
H  0.13123  4.61022  0.24755  0.406
H  -0.57537  3.53681  -0.96928  0.324
H  -3.99565  2.00503  -0.24494  0.403
H  -2.65527  2.74588  -1.13894  0.335
H  -3.72807  3.74215  -0.15105  0.353
C  -4.43497  -1.21019  5.03956  -1.449
C  -3.40353  -0.37166  4.62071  -0.372
N  -2.75845  -0.89454  3.57870  0.703
N  -3.35538  -2.07636  3.31833  0.052
C  -4.36476  -2.28412  4.17505  -0.199
B  -2.88689  -3.04326  2.21483  0.198
N  -3.11034  -2.38657  0.84255  -0.180
C  -3.58144  -2.98840  -0.25610  -0.242
C  -3.70350  -2.04204  -1.25345  -1.753
C  -3.25104  -0.86492  -0.66126  -0.160
N  -2.88430  -1.07617  0.60408  0.779
N  -1.38252  -3.33844  2.37004  0.273
C  -0.84696  -4.39899  2.99520  -0.232
C  0.51593  -4.38224  2.77951  -1.438
C  0.72616  -3.24215  1.99920  -0.307
N  -0.42132  -2.61555  1.75279  -0.154
H  -5.12178  -1.05192  5.85235  0.436
H  -3.10494  0.57260  5.04283  0.499
H  -4.96325  -3.17790  4.11948  0.466
H  -3.51314  -4.06040  2.29004  -0.169
H  -3.80532  -4.04221  -0.25692  0.494
H  -4.05554  -2.17810  -2.26071  0.444
H  -3.17924  0.11386  -1.09994  0.593
H  -1.47025  -5.08863  3.54089  0.490
H  1.24282  -5.09296  3.13208  0.446
H  1.65606  -2.85692  1.61309  0.629
S  -0.57247  0.55829  -1.09576  0.183
C  0.96591  0.28018  -1.76451  -0.397
N  1.13018  0.29210  -3.12838  0.349
C  2.29628  -0.33361  -3.71250  -0.719
C  3.51502  0.02780  -2.89401  -0.816
N  3.28896  -0.34211  -1.51462  0.162
C  4.35879  -1.07161  -0.84729  -1.444
C  4.48324  -2.46796  -1.41319  0.592
C  5.63077  -2.88138  -2.07863  -0.298
C  5.71461  -4.16099  -2.61336  -0.626
C  4.64748  -5.03591  -2.48701  -0.397
C  3.49600  -4.62848  -1.82486  -0.876
C  3.41387  -3.35233  -1.29232  0.088
C  2.07475  -0.08186  -0.93161  0.200
S  1.91686  -0.18884  0.75794  -0.477
C  0.18121  0.87960  -4.05858  -1.204
C  0.75561  2.11211  -4.72139  0.478
C  1.22573  3.15815  -3.93181  0.117
C  1.75628  4.29804  -4.51265  -0.851
C  1.82787  4.40581  -5.89616  -0.384
C  1.37132  3.36484  -6.68864  -0.603
C  0.83995  2.22265  -6.10338  -0.407
H  2.41077  0.02160  -4.73658  0.465
H  2.17604  -1.42420  -3.72851  0.316
H  3.70140  1.10630  -2.96988  0.362
H  4.38747  -0.50849  -3.26526  0.439
H  4.11574  -1.11001  0.21082  0.432
H  5.29939  -0.52553  -0.96308  0.462
H  6.46640  -2.19685  -2.17649  0.382
H  6.61582  -4.47255  -3.12656  0.379
H  4.70987  -6.03266  -2.90487  0.386
H  2.66127  -5.30996  -1.71835  0.445
H  2.51203  -3.03201  -0.77996  0.436
H  -0.71460  1.13248  -3.49736  0.300
H  -0.08882  0.13836  -4.81704  0.401
H  1.18170  3.06731  -2.85297  0.413
H  2.11299  5.10568  -3.88545  0.425
H  2.24509  5.29452  -6.35187  0.391
H  1.43025  3.44029  -7.76732  0.383
H  0.48821  1.41008  -6.72967  0.381
I  1.13246  0.70994  5.46663  -0.181
C  0.62490  -0.64014  3.82494  -1.283
H  0.30604  -1.53385  4.36958  0.494
H  1.61424  -0.87783  3.42601  0.605

Its spin multiplicity is 2. For the LUMO energy (alpha / beta), the calculation gives -1.835 / -1.828 eV. Its HOMO-LUMO gap (alpha / beta) is 4.65 / 4.68 eV. The total energy comes out at -95437.0079 eV. The energy relative to the best compared isomer or geometry (same formula, charge and spin) comes out at 0.4171 eV.